No. 1
54
Properties=species:S:1:pos:R:3:forces:R:3:lowdin_charge:R:1 method="wB97M-V/def2-TZVPD" max_force_ev_per_a=1.591 e_lumo_ev=0.70
C -0.4781 -3.3357 -0.3479 0.2 0.1 0.1 -0.11
C 0.8171 -2.7370 0.1816 -0.1 -0.1 -0.2 -0.24
C 1.8861 -2.6541 -0.9170 -0.1 0.0 0.4 -0.12
C 3.1300 -2.0245 -0.4045 0.2 0.1 -0.1 -0.19
N 4.0680 -2.7089 0.2929 -0.2 0.3 -0.2 0.04
N 5.0785 -1.9374 0.7176 0.8 0.6 0.4 0.12
C 4.7746 -0.7307 0.2819 -0.9 -1.2 -0.3 -0.28
C 3.5660 -0.7155 -0.4362 0.3 0.0 0.0 -0.06
C 2.9841 0.5295 -1.0212 0.0 -0.1 0.0 -0.16
C 1.5971 0.7700 -0.4674 -0.1 0.0 0.0 -0.20
C 1.4143 0.9670 0.8922 0.0 0.0 -0.2 -0.02
C 0.1472 1.1374 1.4213 -0.2 0.0 0.2 0.00
C -0.9663 1.1118 0.5915 0.1 0.0 -0.2 -0.23
O -2.2538 1.2436 1.0143 0.3 0.0 -0.4 -0.11
C -2.5030 1.4596 2.3786 -0.1 0.0 0.3 -0.07
C -0.7929 0.9327 -0.7907 -0.1 0.0 0.2 -0.22
C -1.9842 0.9010 -1.6842 -0.3 -0.4 0.1 -0.36
S -2.9349 -0.6500 -1.4352 0.3 0.0 -0.2 0.99
C -4.3920 -0.0514 -0.6605 -0.1 0.1 0.0 -0.61
C -5.2468 -0.9675 -0.0456 0.0 0.1 0.0 -0.09
C -6.3858 -0.4808 0.5610 0.0 0.1 0.0 -0.07
C -6.6354 0.8875 0.5352 0.0 0.0 0.0 -0.07
C -5.7260 1.7022 -0.1155 -0.3 0.1 0.2 -0.14
N -4.6344 1.2461 -0.7037 0.1 0.0 -0.2 0.04
C 0.4841 0.7593 -1.2946 0.0 0.1 0.2 0.01
C 3.9197 1.6739 -0.6679 0.2 -1.1 0.2 -0.14
C 3.5529 2.9485 -1.1116 0.0 0.5 -0.1 -0.22
N 3.2616 3.9922 -1.4990 -0.1 0.3 -0.1 0.16
C 5.0639 1.5315 0.0514 0.0 0.3 0.0 -0.29
N 5.8493 2.5798 0.4406 0.0 -0.5 0.0 0.18
O 5.5563 0.3523 0.5180 0.2 0.5 0.1 0.12
H -0.3075 -4.3342 -0.7448 0.0 -0.1 -0.1 0.07
H -1.2159 -3.4029 0.4473 -0.2 0.0 0.0 0.07
H -0.8910 -2.7131 -1.1375 -0.1 0.0 -0.1 0.03
H 0.6247 -1.7329 0.5631 0.1 0.0 0.1 0.10
H 1.1957 -3.3438 1.0078 0.0 0.1 0.1 0.11
H 1.4985 -2.0571 -1.7431 0.0 -0.1 -0.1 0.12
H 2.1045 -3.6588 -1.2875 0.0 0.0 -0.1 0.12
H 4.0780 -3.6922 0.5082 0.0 0.1 0.0 0.16
H 2.9109 0.4406 -2.1152 0.0 0.0 0.1 0.16
H 2.2698 0.9814 1.5526 0.1 0.0 0.1 0.13
H 0.0395 1.2844 2.4843 -0.1 0.0 0.1 0.11
H -2.0329 2.3827 2.7327 0.0 0.0 0.0 0.10
H -2.1601 0.6178 2.9895 0.0 0.0 0.0 0.10
H -3.5852 1.5497 2.4673 0.1 0.0 0.0 0.09
H -2.7012 1.6875 -1.4455 0.1 0.0 -0.2 0.07
H -1.6983 0.9324 -2.7338 0.0 0.1 0.0 0.08
H -5.0029 -2.0180 -0.0515 0.0 -0.1 0.0 0.10
H -7.0719 -1.1544 1.0541 0.0 0.0 0.0 0.11
H -7.5125 1.3041 1.0045 -0.1 0.1 0.0 0.10
H -5.8684 2.7735 -0.1780 -0.1 0.1 0.1 0.11
H 0.6095 0.6170 -2.3590 0.0 0.0 -0.2 0.13
H 5.7195 3.4568 -0.0349 0.0 0.0 0.0 0.10
H 6.7800 2.3468 0.7441 0.0 0.1 0.0 0.11

No. 2
7
Properties=species:S:1:pos:R:3:forces:R:3:lowdin_charge:R:1 method="wB97M-V/def2-TZVPD" max_force_ev_per_a=9.156 s_squared=2.0086 e_lumo_ev="0.18 / -3.72" spin_multiplicity=3
C 0.3288 -0.4082 -0.4210 -3.8 1.9 1.5 -0.50
N -0.1891 0.7351 0.5757 1.3 -7.0 -5.8 -0.53
O -0.8903 0.4113 1.5068 -2.7 -0.1 4.9 0.00
O 0.3640 1.7880 0.3241 2.2 5.7 0.2 0.15
I -1.2452 -1.8314 -0.5142 0.4 0.3 -0.1 0.86
H 0.4182 0.1442 -1.2956 0.1 0.5 -1.9 0.02
H 1.2137 -0.8390 -0.1759 2.5 -1.3 1.3 0.01

No. 3
112
Properties=species:S:1:pos:R:3:forces:R:3:lowdin_charge:R:1 method="wB97M-V/def2-TZVPD" max_force_ev_per_a=2.822 s_squared=15.7600 e_lumo_ev="0.59 / 0.59" spin_multiplicity=8
Eu 0.1168 -0.1472 0.3232 0.7 -0.3 0.3 1.12
O -1.1418 1.1469 1.4855 -1.3 1.9 1.6 -0.35
C -1.2737 2.1600 2.2897 0.0 -0.1 -0.1 -0.35
C -2.5506 2.5475 2.7510 -0.1 -0.1 0.0 -0.01
C -2.7301 3.6059 3.6031 0.1 0.0 0.0 -0.09
C -1.6343 4.3378 4.0530 0.0 0.3 0.2 -0.12
C -0.3738 4.0079 3.6135 0.0 -0.2 -0.1 -0.06
C -0.1637 2.9382 2.7323 -0.6 0.0 0.1 -0.10
C 1.1532 2.6523 2.2212 0.2 -0.4 -0.4 -0.27
N 1.5378 1.5616 1.5571 0.3 0.9 0.7 -0.01
C 2.8647 1.7503 1.2675 0.2 0.2 0.2 -0.20
C 3.2854 2.9542 1.7366 0.4 -0.3 -0.3 -0.09
N 2.1949 3.5200 2.3332 -0.1 0.1 0.2 0.11
H -3.3930 1.9728 2.4063 -0.1 -0.1 0.0 0.09
H -3.7252 3.8628 3.9363 -0.1 0.0 0.0 0.10
H -1.7749 5.1567 4.7403 0.0 0.1 0.1 0.09
H 0.4692 4.5840 3.9755 0.0 0.0 0.0 0.10
H 3.4336 0.9946 0.7603 0.1 0.0 -0.1 0.05
H 4.2419 3.4343 1.6901 0.1 0.1 0.0 0.10
H 2.1598 4.4291 2.7640 0.0 -0.1 -0.1 0.14
C -1.2732 3.0774 -1.6289 0.0 -0.2 0.0 -0.26
P -1.4494 1.2374 -1.6089 -0.5 0.9 -0.9 0.89
C -3.2454 1.2139 -2.0245 0.2 -0.1 0.1 -0.26
C -0.6868 0.6771 -3.1919 0.0 0.1 0.1 -0.37
C -1.4431 0.2318 -4.2712 0.0 0.0 -0.1 -0.10
C -0.8408 -0.3500 -5.3741 0.0 0.0 0.0 -0.08
C 0.5299 -0.5230 -5.4023 0.0 0.0 -0.1 -0.07
C 1.2981 -0.0726 -4.3447 0.0 0.0 0.0 -0.08
C 0.7083 0.5348 -3.2452 0.0 0.0 0.0 -0.39
P 1.6747 1.2213 -1.8498 0.5 0.5 -0.9 0.90
C 2.0149 2.8582 -2.6704 0.0 -0.1 0.2 -0.25
C 3.3700 0.5368 -2.0811 -0.2 0.0 0.0 -0.26
H -1.3240 3.4725 -2.6423 0.0 0.1 0.0 0.04
H -0.3415 3.3706 -1.1530 0.1 0.1 0.0 0.01
H -2.0930 3.4848 -1.0395 0.0 0.0 0.1 0.04
H -3.4474 1.8332 -2.8989 -0.1 0.0 0.0 0.05
H -3.7745 1.6360 -1.1713 0.0 0.0 0.0 0.03
H -3.6048 0.1999 -2.1868 0.0 -0.1 0.0 0.03
H -2.5163 0.3316 -4.2634 -0.2 0.0 0.0 0.09
H -1.4445 -0.6755 -6.2069 -0.1 -0.1 -0.1 0.10
H 1.0026 -1.0040 -6.2445 0.0 -0.1 -0.1 0.11
H 2.3653 -0.2184 -4.3747 0.2 0.0 0.0 0.10
H 2.5017 2.6837 -3.6313 0.0 0.0 0.0 0.04
H 2.6715 3.4616 -2.0453 0.0 0.1 0.1 0.04
H 1.0961 3.4093 -2.8509 0.0 0.0 0.0 0.02
H 3.7679 0.7728 -3.0666 0.0 0.0 -0.1 0.04
H 3.3524 -0.5377 -1.9275 0.0 0.0 0.0 0.01
H 4.0205 0.9935 -1.3350 0.0 0.0 0.0 0.03
C -2.7251 -2.7382 -2.5295 0.0 0.1 0.2 0.00
C -1.3956 -2.2789 -1.9816 -0.4 0.5 0.7 -0.36
O -1.3995 -1.5323 -0.9773 -0.7 -1.0 -1.1 -0.19
C -0.1843 -2.7300 -2.6044 0.7 0.0 0.0 -0.10
C -0.2090 -3.6016 -3.7118 0.0 0.1 0.2 -0.04
C 0.9377 -4.1111 -4.2587 0.0 -0.2 -0.2 -0.10
C 2.1698 -3.8103 -3.6679 -0.1 0.1 0.1 -0.08
C 2.2377 -2.9450 -2.6110 0.2 0.0 0.0 -0.04
C 1.0839 -2.3162 -2.0721 -0.2 0.3 0.3 -0.35
O 1.2016 -1.4238 -1.1459 0.9 -1.8 -1.9 -0.37
H -3.5220 -2.3112 -1.9256 0.0 0.0 0.0 0.08
H -2.7948 -3.8224 -2.4835 0.0 -0.1 0.0 0.08
H -2.8413 -2.4264 -3.5645 0.0 0.0 -0.2 0.08
H -1.1601 -3.8821 -4.1335 -0.1 0.0 -0.1 0.10
H 0.8977 -4.7575 -5.1226 -0.1 -0.1 0.0 0.09
H 3.0723 -4.2685 -4.0477 0.1 0.0 -0.1 0.10
H 3.1913 -2.7127 -2.1557 0.1 0.0 0.0 0.10
C -3.1550 -5.7178 0.0854 0.0 0.0 0.0 -0.09
C -3.9909 -4.6165 0.1402 0.0 -0.1 0.0 -0.09
C -3.5670 -3.4437 0.7398 0.1 0.0 0.1 -0.08
C -2.2938 -3.3521 1.2900 0.2 0.0 0.1 -0.35
C -1.4649 -4.4702 1.2407 0.0 0.0 0.0 -0.13
C -1.8915 -5.6420 0.6459 0.1 -0.1 0.0 -0.07
P -1.6248 -1.7996 2.0169 -0.8 -0.8 0.8 1.10
C -3.2206 -0.9306 2.2607 0.1 0.0 -0.2 -0.36
C -3.9622 -0.9581 3.4357 0.1 0.0 -0.2 -0.06
C -5.2047 -0.3473 3.4828 -0.1 0.0 0.0 -0.07
C -5.7285 0.2631 2.3565 0.0 0.1 0.1 -0.09
C -4.9958 0.2878 1.1787 0.0 -0.1 -0.1 -0.09
C -3.7429 -0.2962 1.1348 0.0 0.1 0.0 -0.15
C -1.3446 -2.2957 3.7617 0.0 0.0 -0.1 -0.38
C -1.6399 -3.5477 4.2854 0.0 0.1 0.0 -0.08
C -1.5308 -3.7792 5.6460 0.0 0.0 0.0 -0.08
C -1.1302 -2.7645 6.4966 -0.1 0.0 0.0 -0.09
C -0.8420 -1.5088 5.9826 0.1 0.0 0.1 -0.07
C -0.9409 -1.2767 4.6236 0.0 0.0 -0.1 -0.13
H -3.4862 -6.6349 -0.3757 -0.1 -0.1 -0.1 0.10
H -4.9780 -4.6644 -0.2916 -0.2 0.0 0.0 0.11
H -4.2347 -2.5973 0.7852 -0.1 0.0 0.0 0.10
H -0.4871 -4.4378 1.7005 0.0 0.0 0.0 0.09
H -1.2338 -6.4975 0.6182 0.1 -0.1 0.0 0.10
H -3.5884 -1.4553 4.3177 0.1 0.0 0.1 0.10
H -5.7681 -0.3670 4.4040 -0.1 0.0 0.1 0.10
H -6.7017 0.7272 2.3983 -0.1 0.1 0.0 0.10
H -5.4083 0.7624 0.2988 0.0 0.0 -0.1 0.10
H -3.1437 -0.2765 0.2315 -0.1 0.0 0.0 0.06
H -1.9750 -4.3416 3.6370 -0.1 -0.1 0.0 0.09
H -1.7819 -4.7521 6.0387 0.0 -0.1 0.1 0.10
H -1.0704 -2.9535 7.5568 0.1 0.0 0.1 0.10
H -0.5496 -0.7061 6.6415 0.1 0.1 0.1 0.11
H -0.7464 -0.2873 4.2219 0.0 0.1 0.0 0.11
C 4.2714 -1.6840 1.2828 -0.3 0.1 0.0 -0.28
P 2.4338 -1.5636 1.4176 0.8 -0.5 0.8 0.79
C 2.1007 -3.3474 1.1020 0.0 0.2 0.0 -0.27
C 2.2853 -1.4442 3.2602 -0.1 -0.1 -0.3 -0.27
H 4.6231 -2.4917 1.9203 0.2 -0.1 0.0 0.04
H 4.7412 -0.7549 1.5950 0.1 0.1 0.0 0.03
H 4.5431 -1.8904 0.2487 0.1 0.0 -0.1 0.03
H 2.4843 -3.9780 1.9032 0.0 -0.1 0.1 0.05
H 2.5962 -3.6171 0.1689 0.0 0.0 0.0 0.03
H 1.0364 -3.5149 0.9591 0.0 0.0 0.0 0.00
H 2.4271 -2.4046 3.7519 0.0 -0.1 0.1 0.04
H 1.2941 -1.0608 3.5023 0.1 0.0 0.1 -0.01
H 3.0275 -0.7413 3.6331 0.0 0.1 0.0 0.04

No. 4
18
Properties=species:S:1:pos:R:3:forces:R:3:lowdin_charge:R:1 method="wB97M-V/def2-TZVPD" max_force_ev_per_a=2.237 charge=+1 e_lumo_ev=-4.12
C 1.7848 0.0500 -0.2141 -0.1 0.4 0.1 -0.55
C -2.1028 0.3581 0.8162 -0.4 0.8 -0.5 -0.56
C -1.1501 -0.7649 0.6627 1.4 0.6 -0.9 -0.55
N 2.6881 0.9688 -0.5988 0.3 0.0 -0.1 0.18
N 2.1932 -1.2227 -0.1082 0.2 -0.2 0.0 0.18
N 0.5635 0.3893 0.0648 -1.9 -0.9 0.8 0.10
S -2.4620 1.1848 -0.8010 0.5 -0.3 0.3 0.75
S -1.3411 -1.9395 -0.5430 -0.1 -0.4 0.2 0.90
H -3.0505 -0.0432 1.1866 0.2 -0.1 0.1 0.10
H -1.7276 1.0956 1.5220 0.0 -0.1 0.1 0.09
H -0.6497 -1.1088 1.5569 0.0 0.0 0.1 0.09
H 3.6280 0.7158 -0.8439 0.0 0.0 0.0 0.12
H 2.4220 1.9318 -0.7043 0.0 -0.1 0.0 0.12
H 3.1481 -1.4718 -0.2930 -0.1 -0.1 0.0 0.12
H 1.5507 -1.9466 0.1545 0.1 0.0 0.0 0.09
H 0.2970 1.3510 -0.0599 0.2 0.2 -0.1 0.07
H -3.6611 1.6413 -0.4620 -0.3 0.1 0.1 -0.12
H -2.1305 -1.1889 -1.3355 0.0 0.0 0.0 -0.13